[1]
The following is a quantum chemistry calculation of the molecule C3H4INO at a distorted geometry, from the OMol25 dataset.

For the LUMO energy, the calculation gives 0.0087 Eh. The structure (SMILES) is O=C[C@H]1CN1I. Its spin multiplicity is 1. For the highest occupied orbital energy, the calculation gives -8.3 eV. The net charge is 0. For the HOMO-LUMO gap, the calculation gives 8.50 eV.

The geometry in XYZ format:
```
10
Properties=species:S:1:pos:R:3:nbo_charge:R:1
O -0.578 -1.796 -0.690 -0.49
C 0.230 -1.311 -0.089 0.41
C 0.300 -0.126 0.582 -0.18
C 0.243 1.210 -0.412 -0.20
N -0.796 0.701 0.522 -0.60
I -2.578 0.144 -0.116 0.33
H 1.298 -1.702 0.067 0.05
H 1.004 -0.135 1.507 0.23
H 0.645 1.990 0.139 0.22
H 0.232 1.026 -1.511 0.23
```

[2]
The following is a quantum chemistry calculation of a structure of composition C3H4INO at a distorted geometry, from the OMol25 dataset.

For the LUMO energy, the calculation gives -0.0107 Eh. Its spin multiplicity is 1. For the highest occupied orbital energy, the calculation gives -9.4 eV. The net charge is 0. For the HOMO-LUMO gap, the calculation gives 9.10 eV.

The geometry in XYZ format:
```
10
Properties=species:S:1:pos:R:3:nbo_charge:R:1
C -0.337 0.047 0.333 0.22
C 1.760 -1.012 -0.005 0.68
C -1.500 0.582 -0.307 -0.69
N 0.630 -0.455 -0.260 -0.50
O 2.123 -2.151 0.001 -0.51
I 3.135 0.826 -0.004 -0.13
H -0.286 0.033 1.535 0.17
H -1.726 1.726 -0.070 0.26
H -2.364 0.000 0.212 0.25
H -1.435 0.405 -1.435 0.25
```

[3]
The following is a quantum chemistry calculation of the molecule C3H4INO at a distorted geometry, from the OMol25 dataset.

For the LUMO energy, the calculation gives -0.0459 Eh. Its spin multiplicity is 1. For the highest occupied orbital energy, the calculation gives -9.2 eV. The net charge is 0. For the HOMO-LUMO gap, the calculation gives 7.91 eV.

The geometry in XYZ format:
```
10
Properties=species:S:1:pos:R:3:nbo_charge:R:1
C -0.339 -0.072 -1.533 0.41
C 0.573 -0.643 0.506 -0.39
C -0.283 0.452 0.994 -0.04
N 0.378 -0.923 -0.921 -0.53
O -0.941 0.941 -1.070 -0.58
I 0.439 2.237 1.703 0.29
H -0.451 -0.250 -2.608 0.18
H 1.636 -0.430 0.660 0.22
H 0.300 -1.579 1.014 0.24
H -1.311 0.268 1.255 0.21
```

[4]
The following is a quantum chemistry calculation of the molecule C3H4INO2 at a distorted geometry, from the OMol25 dataset.

For the LUMO energy, the calculation gives 0.0057 Eh. The structure (SMILES) is O=C1N[C@H](I)CO1. Its spin multiplicity is 1. For the highest occupied orbital energy, the calculation gives -9.8 eV. The net charge is 0. For the HOMO-LUMO gap, the calculation gives 10.00 eV.

The geometry in XYZ format:
```
11
Properties=species:S:1:pos:R:3:nbo_charge:R:1
O -2.019 0.596 1.606 -0.57
C -1.128 0.408 0.856 0.88
N -0.077 -0.501 1.051 -0.67
C 0.775 -0.563 -0.175 -0.12
I 2.661 0.561 0.054 0.00
C -0.187 0.272 -1.250 -0.09
O -0.998 1.065 -0.347 -0.50
H 0.250 -0.751 1.951 0.42
H 1.098 -1.553 -0.348 0.21
H 0.472 0.961 -1.884 0.24
H -0.847 -0.496 -1.515 0.20
```